[1]
This record from the OMol25 dataset describes a cluster of 8 separate species, C67H77I2NO17P2S2 in total. The level of theory is ωB97M-V/def2-TZVPD.

Computed properties:
- SMILES string = CCCCCCCCN(CCCCCCCC)C(=S)SCCC[PH](CC(=O)O)([PH2]=O)/C(I)=C(/C)I.O=C1C=CC(=O)C=C1.O=C1C=CC(=O)C=C1.O=C1C=CC(=O)C=C1.O=C1C=CC(=O)C=C1.O=C1C=CC(=O)C=C1.O=C1C=CC(=O)C=C1.O=C1C=CC(=O)C=C1
- HOMO-LUMO gap (eV) = 6.704

Geometry as ORCA input:
```
! wB97M-V def2-TZVPD RIJCOSX def2/J DEFGRID3
* xyz 0 1
C 3.19 -6.15 4.96
C 4.42 -5.97 4.08
C 4.84 -4.51 3.81
C 3.72 -3.54 3.38
C 3.42 -3.55 1.88
C 2.54 -4.74 1.41
C 1.24 -4.31 0.71
C 0.04 -4.08 1.65
N -0.44 -2.70 1.59
C -1.91 -2.54 1.76
C -2.66 -2.97 0.50
C -4.17 -3.09 0.73
C -4.79 -1.85 1.39
C -6.28 -1.71 1.12
C -6.92 -0.60 1.99
C -7.09 0.73 1.25
C -8.08 1.67 1.95
C 0.24 -1.83 2.48
S 0.54 -2.08 4.05
S 0.65 -0.34 1.64
C 1.96 0.41 2.63
C 3.04 1.07 1.75
C 3.61 0.17 0.62
P 3.78 1.05 -1.00
C 3.70 2.89 -1.04
C 4.13 3.42 -2.38
O 4.89 2.88 -3.10
O 3.59 4.61 -2.71
P 1.50 1.07 -1.37
O 1.28 1.77 -2.69
C 5.73 0.89 -0.96
I 7.04 2.46 -0.43
C 6.32 -0.27 -1.22
C 7.81 -0.54 -1.15
I 5.20 -1.98 -1.76
H 2.30 -5.65 4.58
H 2.95 -7.22 5.02
H 3.39 -5.82 5.98
H 4.32 -6.50 3.13
H 5.26 -6.44 4.60
H 5.31 -4.11 4.71
H 5.59 -4.52 3.02
H 2.79 -3.74 3.92
H 4.02 -2.53 3.67
H 4.36 -3.52 1.32
H 2.89 -2.62 1.63
H 2.30 -5.35 2.29
H 3.11 -5.39 0.73
H 1.42 -3.39 0.14
H 0.97 -5.08 -0.02
H 0.25 -4.40 2.67
H -0.79 -4.70 1.30
H -2.09 -1.48 1.91
H -2.24 -3.08 2.66
H -2.51 -2.21 -0.26
H -2.28 -3.93 0.14
H -4.36 -3.96 1.37
H -4.65 -3.26 -0.25
H -4.63 -1.92 2.48
H -4.26 -0.97 1.03
H -6.79 -2.65 1.33
H -6.44 -1.42 0.08
H -6.26 -0.42 2.84
H -7.88 -0.93 2.41
H -7.42 0.54 0.22
H -6.11 1.23 1.22
H -7.57 2.19 2.77
H -8.50 2.40 1.26
H -8.89 1.10 2.41
H 2.40 -0.33 3.30
H 1.51 1.17 3.27
H 3.87 1.30 2.42
H 2.67 2.03 1.38
H 3.01 -0.74 0.48
H 4.60 -0.16 0.93
H 3.81 0.46 -2.27
H 2.65 3.18 -0.94
H 4.22 3.38 -0.21
H 2.62 4.54 -2.62
H 0.80 1.75 -0.34
H 1.01 -0.25 -1.37
H 8.00 -1.61 -1.28
H 8.18 -0.29 -0.15
H 8.36 0.01 -1.92
O 13.70 1.93 -0.04
C 13.05 1.15 -0.70
C 12.27 0.05 -0.06
C 11.56 -0.80 -0.79
C 11.51 -0.70 -2.27
O 10.85 -1.47 -2.94
C 12.29 0.39 -2.91
C 13.00 1.25 -2.18
H 12.32 0.00 1.02
H 10.98 -1.60 -0.35
H 12.23 0.45 -3.99
H 13.57 2.06 -2.62
O 9.37 3.47 -3.61
C 8.88 2.88 -4.56
C 7.46 3.05 -4.91
C 6.92 2.40 -5.94
C 7.73 1.49 -6.79
O 7.25 0.90 -7.73
C 9.17 1.32 -6.43
C 9.70 1.97 -5.40
H 6.88 3.71 -4.28
H 5.88 2.50 -6.21
H 9.74 0.65 -7.06
H 10.74 1.86 -5.12
O -3.67 -0.69 -1.81
C -3.32 0.04 -2.72
C -4.00 0.00 -4.04
C -3.61 0.79 -5.04
C -2.48 1.74 -4.87
O -2.13 2.46 -5.78
C -1.81 1.79 -3.55
C -2.21 1.00 -2.55
H -4.82 -0.70 -4.14
H -4.08 0.77 -6.01
H -0.99 2.48 -3.44
H -1.74 1.02 -1.58
O -13.24 6.10 2.74
C -12.51 5.24 3.19
C -11.04 5.31 2.99
C -10.23 4.37 3.48
C -10.77 3.21 4.24
O -10.03 2.35 4.68
C -12.24 3.14 4.43
C -13.04 4.08 3.94
H -10.67 6.16 2.44
H -9.16 4.40 3.35
H -12.62 2.29 4.98
H -14.12 4.04 4.08
O -7.23 -1.66 -2.28
C -7.39 -2.78 -2.70
C -6.25 -3.56 -3.25
C -6.42 -4.80 -3.72
C -7.75 -5.45 -3.70
O -7.91 -6.58 -4.11
C -8.89 -4.67 -3.14
C -8.72 -3.44 -2.68
H -5.29 -3.07 -3.25
H -5.61 -5.39 -4.12
H -9.85 -5.17 -3.14
H -9.53 -2.85 -2.27
O -14.54 1.40 4.99
C -14.81 0.34 5.52
C -15.04 -0.88 4.71
C -15.34 -2.04 5.28
C -15.45 -2.16 6.76
O -15.72 -3.22 7.29
C -15.22 -0.94 7.57
C -14.92 0.22 6.99
H -14.95 -0.77 3.63
H -15.51 -2.95 4.72
H -15.31 -1.05 8.64
H -14.75 1.13 7.56
O 10.29 6.35 -6.13
C 10.86 6.87 -5.19
C 10.75 6.30 -3.82
C 11.38 6.86 -2.79
C 12.22 8.07 -2.97
O 12.80 8.59 -2.03
C 12.33 8.64 -4.34
C 11.70 8.08 -5.37
H 10.13 5.42 -3.72
H 11.32 6.47 -1.78
H 12.95 9.52 -4.44
H 11.76 8.47 -6.38
*
```



[2]
This record from the OMol25 dataset describes the molecule C2H3N3O. The level of theory is ωB97M-V/def2-TZVPD.

Computed properties:
- HOMO-LUMO gap (eV) = 8.217
- energy relative to the best compared isomer or geometry (same formula, charge and spin) (eV) = 5.502

Geometry as ORCA input:
```
! wB97M-V def2-TZVPD RIJCOSX def2/J DEFGRID3
* xyz 0 1
C 0.01 1.18 0.46
C 1.71 -0.40 0.45
N 1.24 0.70 0.73
N -0.84 0.33 -0.05
N -0.47 -0.81 -0.41
O -1.40 -1.47 -1.14
H -0.32 2.14 0.66
H 1.92 -1.42 0.86
H -2.22 -0.97 -1.01
*
```



[3]
This record from the OMol25 dataset describes the molecule C3H5NO. The level of theory is ωB97M-V/def2-TZVPD.

Computed properties:
- SMILES string = [O-][N+]1=CCC1
- HOMO-LUMO gap (eV) = 9.855
- energy relative to the best compared isomer or geometry (same formula, charge and spin) (eV) = 3.710

Geometry as ORCA input:
```
! wB97M-V def2-TZVPD RIJCOSX def2/J DEFGRID3
* xyz 0 1
O -2.21 -1.56 -0.52
N -1.14 -1.03 -0.23
C -0.04 -1.36 0.39
C 0.56 0.12 0.16
C -0.81 0.37 -0.44
H 0.37 -2.36 0.41
H 0.79 0.47 1.11
H 1.32 0.27 -0.53
H -1.58 1.05 0.11
H -0.74 0.71 -1.41
*
```



no.,E_HOMO (eV),lowest unoccupied orbital energy (eV)
1,-8.511,-1.8
2,-8.022,0.2
3,-8.902,1.0